A molecular structure, C37H77N3O24Zr in a non-equilibrium geometry. Source: the Open Molecules 2025 dataset; level of theory: the ωB97M-V functional and the def2-TZVPD basis.

Calculated values
- Frontier orbital gap: 6.88 eV
- E_HOMO: -13.84 eV
- LUMO: -0.2558 hartree
- Largest force on an atom: 0.15144 hartree/bohr
- Spin multiplicity: 1
- E_tot: -3472.43186 a.u.
- Total charge: +2

Last column: Mulliken charge in e.
Atoms and positions in Å:
Zr (1.165, 2.186, -0.975)  1.2799
O (-0.503, 1.160, 0.028)  0.8016
C (-0.440, -0.263, -0.132)  0.3262
C (0.826, -0.821, -0.808)  0.6042
O (1.684, 0.140, -1.385)  0.3500
H (-1.315, -0.489, -0.754)  -0.1448
H (-0.659, -0.735, 0.829)  0.1139
H (0.508, -1.595, -1.510)  -0.0248
H (1.391, -1.300, 0.000)  -0.4260
C (1.003, -4.582, 3.733)  -0.9065
N (1.243, -3.294, 3.053)  0.7684
O (2.401, -3.025, 2.801)  -0.4700
O (0.289, -2.636, 2.670)  -0.2244
H (0.722, -5.290, 2.955)  0.3112
H (0.244, -4.438, 4.499)  0.3383
H (1.899, -4.935, 4.233)  0.2855
C (-0.168, -4.372, -0.289)  0.2422
N (1.125, -4.986, -0.611)  1.0524
O (1.687, -5.653, 0.231)  -0.5434
O (1.442, -4.958, -1.784)  -0.5696
H (-0.415, -4.440, 0.767)  -0.2555
H (-0.877, -5.028, -0.795)  0.4351
H (-0.199, -3.349, -0.638)  -0.4672
C (2.075, -2.311, -3.908)  0.1647
N (2.115, -3.336, -4.959)  1.0368
O (1.307, -3.216, -5.852)  -0.5886
O (3.005, -4.145, -4.923)  -0.5698
H (2.431, -2.632, -2.934)  -0.0790
H (1.089, -1.861, -3.846)  0.0413
H (2.775, -1.548, -4.254)  -0.0393
O (-4.219, 2.870, -3.054)  -0.5178
C (-5.374, 2.503, -2.971)  0.7857
O (-5.960, 2.182, -1.821)  -0.3621
C (-5.303, 2.328, -0.567)  -0.2144
C (-4.471, 1.091, -0.274)  -0.4775
C (-6.314, 2.459, -4.125)  -1.1230
H (-6.111, 2.455, 0.152)  0.3254
H (-4.703, 3.236, -0.487)  0.2198
H (-3.517, 1.126, -0.808)  -0.0944
H (-4.955, 0.145, -0.513)  0.3476
H (-4.237, 1.032, 0.794)  0.2262
H (-6.270, 3.386, -4.691)  0.3253
H (-7.340, 2.241, -3.843)  0.3330
H (-5.986, 1.650, -4.782)  0.2813
O (5.664, -4.072, 1.143)  -0.5827
C (5.118, -3.060, 0.797)  0.2059
O (5.368, -1.894, 1.411)  -0.1242
C (6.426, -1.926, 2.379)  -0.4031
C (6.542, -0.594, 3.111)  -0.6827
C (4.008, -3.019, -0.240)  0.9971
H (7.383, -2.062, 1.874)  0.2988
H (6.300, -2.769, 3.053)  0.4226
H (5.655, -0.425, 3.725)  0.1010
H (6.637, 0.272, 2.454)  0.0451
H (7.391, -0.596, 3.791)  0.4532
H (4.061, -2.165, -0.909)  -0.8034
H (3.103, -2.801, 0.339)  -0.5773
H (3.883, -3.986, -0.716)  0.4988
O (-0.193, 1.545, -3.004)  -0.0592
C (-0.599, 1.181, -4.094)  0.0730
O (0.165, 1.067, -5.164)  -0.3533
C (1.567, 1.302, -5.052)  0.8315
C (2.201, 1.007, -6.406)  -1.5949
C (-2.022, 0.820, -4.359)  -0.7830
H (2.018, 0.675, -4.282)  -0.5836
H (1.746, 2.359, -4.830)  0.2851
H (2.066, 1.814, -7.119)  0.3908
H (1.893, 0.026, -6.769)  0.3886
H (3.274, 0.837, -6.269)  0.3968
H (-2.164, 0.134, -5.186)  0.4321
H (-2.640, 1.710, -4.503)  0.2549
H (-2.403, 0.413, -3.419)  0.1335
O (3.527, 2.091, -0.691)  -0.4869
C (4.765, 2.038, -0.727)  0.6800
O (5.389, 1.319, -1.600)  -0.2974
C (4.699, 0.378, -2.442)  1.0365
C (5.753, -0.296, -3.298)  -1.5486
C (5.601, 2.895, 0.157)  -1.2649
H (3.922, 0.900, -3.007)  0.1916
H (4.184, -0.312, -1.777)  -0.5186
H (5.309, -1.124, -3.851)  0.3667
H (6.531, -0.663, -2.631)  0.3967
H (6.185, 0.378, -4.036)  0.4352
H (6.138, 3.653, -0.414)  0.3724
H (6.310, 2.266, 0.696)  0.2784
H (5.023, 3.437, 0.902)  0.3163
O (-3.267, -0.123, 5.893)  -0.5598
C (-2.610, 0.465, 5.083)  0.3718
O (-2.800, 1.734, 4.656)  -0.2105
C (-3.779, 2.528, 5.341)  -0.4156
C (-5.094, 2.484, 4.573)  -0.8283
C (-1.616, -0.210, 4.197)  -0.3393
H (-3.395, 3.549, 5.333)  0.3339
H (-3.955, 2.236, 6.375)  0.5044
H (-5.644, 1.573, 4.806)  0.3829
H (-4.875, 2.452, 3.506)  -0.0923
H (-5.701, 3.352, 4.826)  0.3808
H (-1.520, -1.286, 4.293)  0.4732
H (-0.629, 0.244, 4.349)  0.1215
H (-1.738, -0.048, 3.121)  -0.1164
O (-0.738, 3.589, -1.377)  -0.3306
C (-1.718, 4.336, -1.273)  0.6780
O (-2.454, 4.436, -0.208)  -0.3452
C (-2.171, 3.627, 0.937)  0.7787
C (-2.911, 4.143, 2.157)  -1.2343
C (-2.168, 5.176, -2.418)  -1.1919
H (-1.093, 3.588, 1.105)  0.0269
H (-2.487, 2.596, 0.788)  -0.2880
H (-3.990, 4.003, 2.181)  0.3867
H (-2.767, 5.192, 2.423)  0.3900
H (-2.470, 3.562, 2.971)  -0.0572
H (-3.222, 5.381, -2.232)  0.3612
H (-2.159, 4.552, -3.311)  0.2365
H (-1.658, 6.116, -2.609)  0.3682
O (-4.906, -4.469, 1.683)  -0.5583
C (-3.891, -4.965, 1.268)  0.7644
O (-3.475, -4.947, 0.013)  -0.2824
C (-4.222, -4.278, -1.000)  -0.7010
C (-4.009, -2.777, -0.967)  -0.6209
C (-2.893, -5.625, 2.212)  -0.7628
H (-5.283, -4.525, -0.991)  0.3955
H (-3.729, -4.627, -1.908)  0.3464
H (-4.689, -2.289, -1.665)  0.4491
H (-2.974, -2.586, -1.258)  0.0004
H (-4.230, -2.395, 0.031)  0.3717
H (-2.236, -4.840, 2.601)  -0.0951
H (-2.201, -6.352, 1.788)  0.3468
H (-3.454, -6.046, 3.041)  0.3925
O (1.908, 1.685, 1.303)  -0.3520
C (2.185, 1.430, 2.478)  -0.1043
O (1.628, 1.993, 3.510)  -0.3888
C (0.392, 2.720, 3.370)  0.4795
C (0.620, 4.225, 3.362)  -1.0650
C (3.262, 0.460, 2.823)  -0.6110
H (-0.253, 2.388, 4.183)  0.2456
H (-0.162, 2.323, 2.515)  -0.1972
H (-0.284, 4.660, 2.929)  0.2028
H (1.451, 4.511, 2.718)  0.2844
H (0.759, 4.642, 4.355)  0.3764
H (3.705, 0.145, 1.882)  0.0124
H (2.775, -0.399, 3.285)  0.2520
H (3.961, 0.984, 3.470)  0.5168

Cartesian forces (eV/Å) of the 2 atoms listed first:
Zr -2.9324 -6.9796 1.8257
O 3.7526 1.3217 -2.0299